(1)
The following is a quantum chemistry calculation of 2 unconnected molecules or ions with the total composition C2H6NO3S at a distorted geometry, from the OMol25 dataset.

Computed properties:
Net charge: -1
ΔE to the lowest compared entry with this formula, charge and spin: 406.3 kJ/mol
Kohn-Sham gap (spin up / spin down): 7.7 / 8.1 eV
LUMO energy (spin up / spin down): 4.07 / 3.58 eV
HOMO energy (spin up / spin down): -3.680 / -4.555 eV

CARTESIAN COORDINATES (ANGSTROEM)
C -0.77346 1.12181 -0.10919
C -1.28809 -1.17381 0.35887
N -0.71000 0.09847 0.82555
O 2.49748 -0.95260 -1.24205
O 2.98105 1.30754 -0.44477
O 1.47434 -0.17509 0.94319
S 2.62524 -0.08675 -0.02020
H -0.39849 0.58176 -1.12276
H -1.84871 1.47688 -0.22659
H -0.32258 2.12613 0.17010
H -0.45698 -1.71622 -0.18202
H -1.53275 -1.65539 1.23386
H -2.24705 -0.95271 -0.18399

Force components x, y, z for each atom (eV/Å):
-0.24 0.40 -2.73
1.38 2.31 -1.52
-1.52 -0.36 1.78
-0.11 0.25 1.34
-0.28 -0.98 0.86
1.56 -0.25 -0.64
-0.28 0.75 -1.65
-0.66 2.18 1.48
0.54 -0.82 -0.29
0.44 -1.66 -0.32
-1.23 0.33 0.06
-0.53 -1.66 1.83
0.92 -0.48 -0.20

(2)
The following is a quantum chemistry calculation of a single C2H6NP molecule at a distorted geometry, from the OMol25 dataset.

Computed properties:
ΔE to the lowest compared entry with this formula, charge and spin: 127.1 kJ/mol
Expectation value of S²: 2.010
Kohn-Sham gap (spin up / spin down): 6.4 / 7.3 eV
Multiplicity: 3
LUMO energy (spin up / spin down): 0.99 / -2.48 eV
HOMO energy (spin up / spin down): -5.455 / -9.798 eV

CARTESIAN COORDINATES (ANGSTROEM)
C 0.17817 -0.45728 -0.01867
C 0.97841 0.88227 -0.15381
N 0.76693 -1.52541 -0.30886
P -1.62251 -0.18669 -0.07408
H 1.21308 1.06281 -1.20669
H 1.96792 0.84063 0.41602
H 0.29689 1.77457 0.25550
H 0.24118 -2.24117 -0.60453
H -1.91785 0.94020 0.90857
H -2.10224 -1.08993 0.78655

Force components x, y, z for each atom (eV/Å):
-0.94 6.86 1.71
-1.11 0.98 0.95
3.02 -1.81 1.30
0.09 2.33 -0.23
0.07 0.26 0.01
-1.44 -0.08 -0.57
1.72 -1.92 -0.92
-1.49 -3.73 -2.44
0.75 -1.25 -1.07
-0.68 -1.64 1.26

(3)
The following is a quantum chemistry calculation of a gas-phase ion, C2H6NS (charge +1) at a distorted geometry, from the OMol25 dataset.

Computed properties:
Net charge: +1
ΔE to the lowest compared entry with this formula, charge and spin: 82.5 kJ/mol
Kohn-Sham gap: 11.1 eV
LUMO energy: -3.56 eV
SMILES: S[C@H]1C[NH2+]1
HOMO energy: -14.702 eV

CARTESIAN COORDINATES (ANGSTROEM)
S 0.91494 -1.41945 1.66194
C 0.83205 -0.08782 0.54495
C 0.14605 -0.06110 -0.87504
N -0.45779 0.66281 0.26168
H 0.47272 -2.36398 0.77470
H 1.80184 0.49853 0.58488
H 0.42526 0.52786 -1.68302
H -0.44953 -0.95679 -1.13947
H -0.42292 1.64518 0.14151
H -1.15139 0.07552 0.62095

Force components x, y, z for each atom (eV/Å):
-0.68 -0.90 -0.37
1.70 1.23 -3.20
-0.27 -2.70 2.83
2.44 -1.10 -0.71
0.17 0.37 0.53
-1.79 -0.05 0.03
1.00 1.01 -1.06
0.54 0.64 0.10
-0.80 1.21 0.66
-2.30 0.29 1.18

(4)
The following is a quantum chemistry calculation of a gas-phase ion, C2H6O (charge +1) at a distorted geometry, from the OMol25 dataset.

Computed properties:
Net charge: +1
ΔE to the lowest compared entry with this formula, charge and spin: 19.4 kJ/mol
Expectation value of S²: 0.754
Kohn-Sham gap (spin up / spin down): 14.6 / 8.2 eV
Multiplicity: 2
LUMO energy (spin up / spin down): -4.20 / -10.50 eV
HOMO energy (spin up / spin down): -18.824 / -18.651 eV

CARTESIAN COORDINATES (ANGSTROEM)
C 0.53764 0.32280 0.21474
O 0.47047 -0.59809 1.27135
C -0.76715 0.07880 -0.59562
H 0.54223 1.33038 0.67700
H 1.49697 0.24320 -0.29211
H 1.01504 -1.39431 1.06332
H -1.26660 -0.86678 -0.34556
H -1.46880 0.85343 -0.33335
H -0.55980 0.03057 -1.65977

Force components x, y, z for each atom (eV/Å):
1.74 0.91 1.21
-0.15 0.14 -0.66
-1.35 -0.71 -0.05
-0.62 -0.39 -0.08
-0.27 -0.51 -0.56
-0.06 -0.02 0.19
0.29 0.10 0.03
-0.11 0.32 0.02
0.51 0.15 -0.10